Entry 1:
102
Properties=species:S:1:pos:R:3:forces:R:3 method="wB97M-V/def2-TZVPD" orbital_gap_ev=8.56 e_homo_ev=-10.811 charge=+1
C -3.546357 -2.311101 -8.135670 0.1 0.0 0.5
O -3.174139 -3.432377 -7.352768 0.0 0.2 -0.1
C -2.446592 -3.050614 -6.203201 0.1 -0.2 0.3
C -2.888304 -3.835168 -4.958412 0.9 0.3 -0.2
C -1.790198 -4.745107 -4.419822 0.0 -0.3 0.4
C -2.193126 -5.327820 -3.058544 -0.3 0.4 -0.3
C -2.040865 -4.296453 -1.922871 -0.3 -0.5 -0.1
C -1.123099 -4.756474 -0.793841 -0.2 0.2 0.6
C -0.623792 -3.608470 0.110031 -0.1 -0.4 -0.4
C 0.771636 -3.040789 -0.211756 -0.3 -0.2 0.3
C 1.212597 -3.150512 -1.665136 0.2 0.5 -0.2
C 2.421409 -2.267545 -2.009732 0.1 -0.3 0.5
C 2.349915 -0.816218 -1.507894 -0.4 -1.5 -0.7
C 1.152218 0.032073 -1.910286 0.1 1.2 1.5
C 1.309417 1.340809 -1.036593 0.4 -0.1 -0.5
C 0.886856 1.107268 0.404168 -0.2 0.0 0.1
O 1.689674 0.698296 1.210819 0.5 -0.2 0.3
C -0.487819 1.417955 0.891388 -0.4 0.4 -0.2
C -1.358822 0.396711 1.247186 -0.4 0.0 0.4
C -2.630925 0.696730 1.736218 0.3 0.6 -0.1
C -3.018269 2.032143 1.882050 0.3 -0.4 -0.1
C -2.139098 3.049152 1.535591 0.2 0.0 0.0
C -0.882293 2.752772 1.015981 -0.1 -0.5 0.2
O -0.207960 -0.444796 -1.564917 0.0 0.0 -0.5
S -1.282621 0.443559 -2.364991 -1.0 1.1 -0.1
O -2.211605 -0.423753 -2.997275 0.5 -0.5 -0.3
O -1.847228 1.515176 -1.624855 0.5 -0.1 0.3
O -0.240226 1.154141 -3.389218 -0.5 -1.3 0.5
C 0.995590 0.329300 -3.388768 -0.5 1.0 -0.8
C 2.090433 1.264465 -3.937657 -0.5 0.5 0.1
C 2.463294 1.115909 -5.393160 -0.4 -0.1 0.0
O 3.438525 0.565865 -5.747364 1.4 -0.6 -0.3
O 1.604653 1.696385 -6.289660 -0.7 0.1 0.5
P 0.466790 -1.062260 -4.542799 0.9 -0.7 -0.7
O 1.569166 -1.828052 -5.150013 0.2 -0.1 0.1
H -3.957111 -2.654297 -9.076224 -0.1 -0.1 -0.1
H -2.695330 -1.650905 -8.319752 0.1 -0.1 -0.2
H -4.290112 -1.728108 -7.586167 -0.2 0.1 -0.1
H -1.375758 -3.223147 -6.372561 0.1 0.0 -0.1
H -2.567642 -1.982032 -6.003753 -0.1 0.1 -0.1
H -3.112862 -3.106197 -4.180515 -0.4 -0.1 0.1
H -3.762836 -4.427938 -5.209152 -0.2 0.1 0.1
H -1.563447 -5.538442 -5.130964 0.0 0.0 -0.1
H -0.861652 -4.188524 -4.266260 0.1 0.1 -0.2
H -1.654738 -6.246623 -2.839413 0.2 0.0 0.1
H -3.246396 -5.596608 -3.140460 -0.1 -0.3 0.1
H -3.028604 -4.141277 -1.488803 0.0 0.2 0.1
H -1.758639 -3.322805 -2.324119 0.3 0.1 -0.1
H -1.728603 -5.393767 -0.149258 0.0 -0.3 -0.1
H -0.311224 -5.391367 -1.141805 0.2 0.1 -0.2
H -1.390112 -2.832408 0.052188 0.1 0.2 0.0
H -0.649136 -3.981495 1.131504 0.2 0.2 0.2
H 1.500494 -3.547023 0.422793 0.2 -0.1 0.0
H 0.777792 -2.005349 0.122980 0.1 0.1 0.0
H 0.400671 -2.901710 -2.342305 -0.3 0.0 0.1
H 1.477098 -4.178283 -1.897917 0.0 -0.1 0.0
H 3.277811 -2.716131 -1.501342 0.2 0.1 0.0
H 2.662677 -2.321156 -3.067756 -0.2 0.0 -0.2
H 2.499760 -0.828047 -0.434684 -0.3 0.3 0.1
H 3.203823 -0.291423 -1.930505 0.1 0.1 0.0
H 2.374066 1.552915 -0.995083 0.1 0.2 0.0
H 0.793280 2.192646 -1.469810 -0.2 0.0 0.0
H -1.079842 -0.643572 1.139684 0.2 0.0 -0.1
H -3.310684 -0.099234 1.999909 0.0 -0.1 0.0
H -3.997671 2.281046 2.262217 -0.1 0.0 0.0
H -2.438158 4.077544 1.678503 0.0 0.1 -0.1
H -0.200753 3.537737 0.715402 0.0 0.1 0.0
H 2.984677 1.227855 -3.328441 0.2 -0.3 -0.1
H 1.675572 2.264920 -3.825279 0.0 0.1 0.1
H 1.064097 0.999586 -6.683212 0.2 0.1 -0.4
H -0.246064 -0.341665 -5.519919 -0.3 0.2 0.4
H -0.485603 -1.831628 -3.865274 -0.1 0.3 0.1
C -0.346944 1.616446 4.915795 -0.2 -0.2 -0.3
C 0.630825 1.910534 6.026844 -0.2 0.0 0.1
N 1.938454 2.507306 5.552647 0.3 -0.2 -0.1
C 2.596726 1.510768 4.634061 -0.1 0.1 0.0
C 2.888813 2.650868 6.721533 -0.1 0.1 0.3
C 2.504850 3.620137 7.828189 0.1 0.1 0.0
C 1.790039 3.774822 4.735685 -0.2 0.0 0.0
C 1.017164 4.945465 5.316203 -0.1 0.1 0.0
O -0.322372 4.597457 5.575811 0.1 0.0 0.1
C -0.931752 5.321315 6.641445 -0.1 -0.1 0.0
H 0.019817 0.850918 4.232361 0.0 0.0 0.0
H -1.261151 1.228574 5.364690 0.0 0.0 0.0
H -0.629658 2.489437 4.332835 0.0 0.1 0.1
H 0.896086 0.986520 6.543539 0.1 0.0 0.0
H 0.198296 2.577414 6.763130 0.0 0.2 -0.1
H 2.683953 0.564377 5.160530 0.0 0.0 0.0
H 3.581138 1.888609 4.370753 0.0 0.0 0.0
H 2.001670 1.392538 3.733158 0.0 -0.1 0.0
H 3.852887 2.933278 6.301290 0.0 -0.1 0.0
H 2.980512 1.648127 7.136047 0.0 0.0 -0.1
H 2.788528 4.641441 7.587779 -0.1 0.0 0.0
H 3.067608 3.356890 8.723101 0.0 -0.1 0.0
H 1.449300 3.593057 8.089660 0.0 0.0 0.0
H 1.313858 3.465693 3.806707 0.0 0.0 0.0
H 2.806988 4.096376 4.510221 0.0 0.0 0.0
H 1.033188 5.730572 4.549708 0.2 0.0 0.0
H 1.502156 5.360831 6.197795 0.0 -0.1 0.1
H -0.404663 6.250082 6.862642 0.0 0.0 0.0
H -0.960240 4.699566 7.541985 0.0 0.1 0.0
H -1.953748 5.556301 6.353182 0.0 0.0 0.0

=====

Entry 2:
159
Properties=species:S:1:pos:R:3:forces:R:3 method="wB97M-V/def2-TZVPD" e_above_lowest_kj_mol=0.0 orbital_gap_ev=8.71 e_homo_ev=-11.286 charge=+1
C 8.088918 -0.209443 2.003537 -0.5 0.3 0.1
C 7.149077 0.995623 1.771112 0.4 -0.4 0.3
S 5.689022 0.993954 2.846928 -0.1 0.2 0.1
C 4.322978 0.609140 1.722636 0.0 0.3 -0.3
C 3.017710 1.225919 2.275202 0.1 -0.5 -0.2
C 2.327951 2.106354 1.250094 0.3 0.5 0.5
N 1.622417 1.330513 0.184710 0.0 -0.2 -0.2
C 1.329123 -0.113687 0.515393 -0.3 -0.6 -0.1
C 0.299380 -0.653712 -0.471517 0.2 -0.3 0.0
C 0.284612 -2.182264 -0.450598 0.0 0.0 0.2
C 0.983327 -0.367569 1.980234 -0.1 0.5 0.4
C -0.464684 -0.054017 2.377274 0.1 -0.1 -0.5
C -0.998170 1.331173 2.017526 -0.1 0.1 0.1
O -1.942810 1.793823 2.946511 -0.4 0.1 -0.1
C -1.494943 2.269164 4.192326 0.2 -0.5 0.0
C -1.798933 3.741768 4.299092 0.2 0.1 -0.1
F -1.283179 4.230569 5.442800 -0.2 -0.1 0.1
F -1.117486 4.349825 3.279699 0.2 0.2 0.0
C -3.276744 4.208733 4.118434 0.5 -0.2 0.2
F -3.399600 5.427314 4.679718 0.0 0.1 0.0
F -3.450278 4.318304 2.793748 -0.6 0.1 -0.3
C -4.436396 3.351511 4.673227 -0.5 0.4 0.0
F -5.569136 4.021568 4.352507 0.1 -0.1 -0.1
F -4.486530 2.157529 4.050936 0.3 -0.1 0.1
C -4.490336 3.126857 6.197763 -0.4 -0.2 -0.1
F -4.959524 4.223065 6.809987 0.2 0.1 0.1
F -3.264106 2.830121 6.681917 0.1 0.0 0.0
C 2.060462 0.218848 2.942215 0.4 -0.4 -0.3
F 1.424691 0.957553 3.946481 -0.3 0.2 0.0
C 2.812373 -0.926834 3.627705 0.1 0.7 0.7
C 2.096423 -1.446408 4.870672 0.1 -0.6 -0.4
C 2.755342 -2.719702 5.407199 -0.5 0.4 0.0
C 1.887918 -3.395315 6.479990 0.6 -0.1 0.3
C 1.360442 -4.773499 6.118282 -0.2 0.1 -0.4
C 0.620365 -4.851766 4.777450 -0.3 -0.4 0.1
C 0.782378 -6.214404 4.096754 0.6 0.3 0.5
C 2.128818 -6.428025 3.387419 -0.7 -0.2 -0.4
O 1.913641 -6.489657 1.975836 0.4 0.2 0.1
C 2.181676 -5.289980 1.286888 -0.3 -0.2 0.2
H 7.654985 -0.872398 2.742653 0.0 -0.2 0.0
H 8.239432 -0.756406 1.081301 0.2 -0.2 -0.1
H 9.036132 0.127265 2.405870 0.3 0.0 -0.1
H 7.682175 1.907460 2.013083 0.0 0.2 0.0
H 6.845519 1.060717 0.733011 -0.2 0.1 -0.1
H 4.236054 -0.454273 1.526847 0.0 -0.2 0.1
H 4.563596 1.086224 0.773393 0.1 0.0 -0.1
H 3.295267 1.916927 3.066340 0.1 0.1 0.2
H 3.067520 2.740958 0.774425 0.0 0.1 -0.2
H 1.635673 2.774917 1.748895 -0.3 -0.1 -0.1
H 0.759476 1.785019 -0.117212 -0.1 0.3 0.1
H 2.214543 1.329611 -0.642665 -0.1 0.0 -0.2
H 2.244702 -0.661345 0.302416 0.3 0.2 0.0
H 0.559470 -0.325683 -1.476743 0.0 0.2 -0.1
H -0.692887 -0.285965 -0.232734 -0.2 0.2 -0.1
H -0.099687 -2.593399 -1.375635 -0.1 0.0 -0.2
H 1.287493 -2.580992 -0.309653 0.2 -0.1 -0.1
H -0.326668 -2.571714 0.357577 -0.1 0.0 0.1
H 1.076770 -1.445847 2.071476 0.0 -0.2 0.0
H -1.077396 -0.805582 1.883785 -0.2 0.0 0.0
H -0.609059 -0.224383 3.437112 0.2 0.0 0.2
H -0.200828 2.065182 1.879129 0.1 0.1 0.2
H -1.559514 1.298454 1.086391 0.0 0.0 -0.2
H -0.419549 2.178709 4.333305 0.1 0.0 -0.1
H -1.962915 1.683337 4.976307 -0.2 0.1 0.2
H -5.164178 2.293181 6.391664 0.0 -0.1 0.1
H 3.005371 -1.728828 2.920487 0.0 -0.1 -0.2
H 3.774250 -0.552967 3.975909 0.2 -0.1 -0.1
H 2.113057 -0.671911 5.627625 -0.2 0.1 0.2
H 1.057273 -1.700585 4.655654 -0.2 0.2 -0.1
H 2.924939 -3.373163 4.552953 0.1 -0.3 0.0
H 3.721040 -2.474282 5.838680 0.3 0.0 -0.1
H 2.525225 -3.510044 7.354978 -0.1 0.0 0.3
H 1.080113 -2.739376 6.796764 -0.2 0.1 -0.1
H 2.182594 -5.487882 6.138370 0.2 0.0 -0.1
H 0.659246 -5.107248 6.878893 0.1 -0.1 0.3
H -0.445732 -4.752227 4.975474 -0.1 0.4 0.0
H 0.899109 -4.045606 4.099931 0.1 0.1 -0.1
H 0.696402 -6.956791 4.888662 -0.3 -0.2 0.0
H -0.009877 -6.369423 3.375158 -0.1 -0.2 -0.1
H 2.551493 -7.387251 3.666457 0.2 -0.1 0.0
H 2.840115 -5.639042 3.629625 0.2 0.1 0.1
H 1.484474 -5.221482 0.455784 0.0 0.0 -0.2
H 3.201529 -5.268337 0.903370 0.2 0.0 0.0
H 2.016423 -4.423843 1.930765 0.0 0.2 0.1
O -0.117273 3.484457 -2.351180 0.2 -0.4 0.3
S -0.542750 4.848610 -2.517315 -0.6 0.6 -0.1
O 0.261332 5.903788 -1.990393 0.4 -0.2 0.1
O -2.018978 4.997592 -1.947278 0.1 -0.4 -0.3
C -2.247094 4.619724 -0.567592 0.0 0.4 0.5
C -1.718050 5.704666 0.354602 0.2 0.0 -0.1
C -0.886969 5.192627 -4.202470 -0.2 -0.2 -0.1
H -1.792990 3.647602 -0.365151 0.1 0.0 -0.1
H -3.323401 4.502147 -0.465855 0.0 0.1 -0.2
H -0.633796 5.758807 0.280242 0.0 0.1 0.1
H -1.977629 5.509460 1.389846 -0.1 -0.1 -0.1
H -2.108677 6.679101 0.065044 -0.1 0.0 0.0
H -1.521430 4.414913 -4.618840 0.0 0.0 0.0
H 0.062187 5.226273 -4.731854 0.1 0.0 0.1
H -1.380649 6.159137 -4.249203 0.0 0.0 0.0
O -3.158198 -9.178106 -1.607030 0.0 0.1 -0.2
S -3.194931 -8.824699 -0.222394 0.1 -0.2 0.3
O -3.223646 -7.445690 0.158555 -0.1 0.2 -0.1
O -1.997845 -9.546429 0.525374 0.0 -0.2 0.0
C -0.658892 -9.380786 0.000497 0.3 0.2 -0.1
C -0.102568 -8.014471 0.337071 -0.2 0.0 -0.2
C -4.500074 -9.675334 0.592393 0.0 0.0 0.0
H -0.649332 -9.572604 -1.073131 -0.2 0.0 0.0
H -0.076696 -10.165740 0.477697 -0.1 0.0 0.1
H -0.640457 -7.236969 -0.206618 0.0 0.0 0.0
H 0.950362 -7.957358 0.070861 0.1 -0.1 0.0
H -0.206078 -7.807885 1.397072 0.1 0.0 0.1
H -4.450937 -10.727674 0.328750 0.0 0.0 0.0
H -5.431577 -9.235068 0.245601 0.0 0.0 0.0
H -4.391533 -9.532663 1.663663 0.0 0.0 0.0
O -0.218657 1.930647 -9.839370 0.2 0.1 0.0
S -1.398427 1.845055 -9.036860 -0.2 -0.2 0.1
O -1.882910 3.010868 -8.361980 0.0 0.2 -0.1
O -1.209474 0.694186 -7.949854 0.0 -0.1 0.0
C 0.023836 0.696741 -7.205192 0.4 0.1 0.1
C 0.123885 1.866674 -6.245526 -0.1 0.1 0.0
C -2.691325 1.096792 -9.954042 0.0 -0.1 -0.1
H 0.866819 0.709627 -7.897728 -0.1 0.0 -0.1
H 0.042098 -0.260947 -6.689822 -0.2 0.0 0.0
H 0.194318 2.808085 -6.788364 0.0 0.0 0.0
H 1.013158 1.766685 -5.621974 0.0 -0.1 0.0
H -0.756054 1.923240 -5.603912 0.0 -0.1 0.0
H -2.305236 0.199529 -10.430632 0.0 0.0 0.0
H -3.019285 1.816278 -10.700614 0.1 0.1 0.0
H -3.507238 0.857684 -9.277738 0.0 0.0 0.0
O -2.486059 -2.238212 -10.658344 0.0 0.3 0.0
S -2.101079 -3.348050 -9.840221 0.0 -0.4 -0.2
O -0.947644 -3.241128 -9.003816 0.1 0.2 0.1
O -1.963477 -4.620802 -10.774339 0.1 0.0 0.1
C -1.165644 -4.471555 -11.978320 0.2 0.0 -0.4
C 0.325353 -4.479928 -11.713541 0.0 0.1 0.2
C -3.465345 -3.903636 -8.881624 -0.1 0.0 0.0
H -1.471645 -3.562314 -12.495667 -0.1 0.0 0.1
H -1.451024 -5.315588 -12.601581 -0.1 -0.1 0.1
H 0.637180 -3.596041 -11.159302 0.0 0.0 0.0
H 0.863639 -4.497630 -12.660711 0.0 0.0 0.0
H 0.611911 -5.352720 -11.130386 0.0 -0.1 0.0
H -4.329115 -4.013980 -9.530621 0.0 0.0 0.0
H -3.649055 -3.144963 -8.124455 0.0 0.0 0.0
H -3.199843 -4.847944 -8.415061 0.0 0.0 0.0
O 0.696670 8.421515 3.503344 0.2 0.0 -0.2
S -0.574971 8.905601 3.057655 -0.3 0.1 0.3
O -0.791552 9.195148 1.674919 0.1 -0.1 -0.2
O -0.975678 10.167321 3.927061 -0.1 -0.1 0.0
C -0.018766 11.250350 4.020657 0.3 0.4 0.0
C 0.005006 12.115801 2.778008 -0.1 -0.2 -0.1
C -1.838614 7.821190 3.614895 -0.1 0.0 0.1
H 0.966726 10.841857 4.246500 0.0 -0.1 0.0
H -0.340803 11.828647 4.883426 -0.1 -0.1 0.0
H 0.399982 11.572206 1.921374 0.0 0.0 0.0
H 0.634349 12.988568 2.950699 0.0 0.0 0.1
H -1.000740 12.448598 2.524107 0.0 0.1 0.0
H -1.688661 7.620187 4.671707 0.0 0.0 0.0
H -1.739028 6.908549 3.035445 0.0 0.0 0.0
H -2.808374 8.277745 3.436871 0.0 0.0 0.0